Run w
Density functional theory data (ωB97M-V with the def2-TZVPD basis set) for a cluster of 2 separate species, C3H6N3S in total.

Geometry as XYZ:
```
13
C3H6N3S ωB97M-V with the def2-TZVPD basis set
C -0.943 -1.616 0.296
C -1.616 -1.010 -0.764
C 1.158 1.698 -0.407
N 1.256 0.090 1.388
N 1.423 -0.656 2.198
N 0.686 0.760 0.595
S -0.192 -2.266 1.412
H -1.967 -0.072 -0.358
H -0.835 -1.001 -1.546
H -2.460 -1.712 -1.060
H 2.079 2.175 -0.083
H 1.174 1.134 -1.319
H 0.236 2.476 -0.352
```

Calculated values
**HOMO**: -14.00 eV
**Net charge**: +1
**Lowest unoccupied orbital energy**: -5.46 eV
**HOMO-LUMO gap**: 8.542 eV

These are the Löwdin partial charges, in e, on atoms 1 to 2:
1 C -0.5552
2 C -0.0862

***

Run x
Density functional theory data (ωB97M-V with the def2-TZVPD basis set) for a structure of composition C3H6N3S.

Geometry as XYZ:
```
13
C3H6N3S ωB97M-V with the def2-TZVPD basis set
C 1.677 -1.424 0.175
C 1.382 0.751 -0.020
C -0.614 -0.644 -0.004
N 2.934 -1.196 0.103
N 0.756 -0.442 -0.008
N 0.689 1.893 -0.074
S 3.198 0.447 -0.042
H 1.407 -2.426 0.199
H -0.737 -1.583 -0.580
H -0.985 -0.725 1.049
H -1.227 0.183 -0.465
H -0.304 1.589 -0.172
H 1.063 2.822 -0.374
```

Calculated values
**HOMO**: -14.21 eV
**Net charge**: +1
**Lowest unoccupied orbital energy**: -4.00 eV
**HOMO-LUMO gap**: 10.208 eV

These are the Löwdin partial charges, in e, on atoms 1 to 2:
1 C -0.2390
2 C -0.4673

***

Most stable to least stable, the ends of the list are run x and run w.

***

Run w
Density functional theory data (ωB97M-V with the def2-TZVPD basis set) for a cluster of 2 separate species, CH4O2 in total.

Geometry as XYZ:
```
7
CH4O2 ωB97M-V with the def2-TZVPD basis set
C 0.915 1.028 -0.248
O -1.392 -1.426 -0.009
O -1.207 -0.392 0.729
H 1.775 0.578 -0.603
H 0.699 1.339 0.817
H 0.004 1.060 -0.900
H -0.794 -2.187 0.215
```

Calculated values
**HOMO (spin up / spin down)**: -8.69 / -10.81 eV
**Lowest unoccupied orbital energy (spin up / spin down)**: -0.49 / 0.28 eV
**HOMO-LUMO gap (spin up / spin down)**: 8.207 / 11.092 eV

These are the Löwdin partial charges, in e, on atoms 1 to 2:
1 C 0.0665
2 O -0.0625

***

Run x
Density functional theory data (ωB97M-V with the def2-TZVPD basis set) for a cluster of 2 separate species, CH4O2 in total.

Geometry as XYZ:
```
7
CH4O2 ωB97M-V with the def2-TZVPD basis set
C -1.519 -0.503 -0.496
O -0.858 -0.359 0.498
H -1.276 -1.269 -1.255
H -2.402 0.119 -0.699
O 2.276 0.370 0.749
H 2.427 1.150 0.200
H 1.352 0.492 1.004
```

Calculated values
**HOMO**: -10.55 eV
**Lowest unoccupied orbital energy**: 0.59 eV
**HOMO-LUMO gap**: 11.142 eV
**Structure (SMILES)**: C=O.O

These are the Löwdin partial charges, in e, on atoms 1 to 2:
1 C -0.1272
2 O -0.0068

***

Most stable to least stable, the ends of the list are run x and run w.

***

Run w
Density functional theory data (ωB97M-V with the def2-TZVPD basis set) for an isolated molecule of CH4FNP2.

Geometry as XYZ:
```
9
CH4FNP2 ωB97M-V with the def2-TZVPD basis set
H -2.025 -1.963 -0.322
N -2.500 -1.131 -0.539
C -1.984 -0.087 -0.122
F -2.582 1.208 -0.509
P -0.447 0.039 0.949
P 0.544 1.010 -0.769
H 0.108 -1.248 0.572
H -0.156 2.320 -0.350
H 1.495 1.049 0.221
```

Calculated values
**HOMO**: -9.59 eV
**Lowest unoccupied orbital energy**: 0.51 eV
**HOMO-LUMO gap**: 10.098 eV
**Structure (SMILES)**: [H]/N=C(/F)[PH]#[PH2]

These are the Löwdin partial charges, in e, on atoms 1 to 2:
1 H 0.0254
2 N 0.1104

***

Run x
Density functional theory data (ωB97M-V with the def2-TZVPD basis set) for an isolated molecule of CH4FNP2.

Geometry as XYZ:
```
9
CH4FNP2 ωB97M-V with the def2-TZVPD basis set
H 2.502 2.409 -0.775
P 1.192 2.300 -0.829
N 1.012 0.981 -0.122
P -1.031 0.435 0.114
C -0.695 -1.339 0.026
F -1.083 0.459 1.782
H -0.546 -1.804 -0.952
H -1.592 -1.908 0.351
H 0.241 -1.534 0.405
```

Calculated values
**HOMO**: -8.72 eV
**Lowest unoccupied orbital energy**: -0.10 eV
**HOMO-LUMO gap**: 8.621 eV
**Structure (SMILES)**: [H]/P=N/P(C)F

These are the Löwdin partial charges, in e, on atoms 1 to 2:
1 H -0.2129
2 P 0.6043

***

Most stable to least stable, the ends of the list are run x and run w.

***

Run w
Density functional theory data (ωB97M-V with the def2-TZVPD basis set) for a cluster of 2 separate species, C11H14Si in total.

Geometry as XYZ:
```
26
C11H14Si ωB97M-V with the def2-TZVPD basis set
C -3.391 0.028 0.008
C -2.797 -1.231 -0.189
C -2.580 1.074 0.269
C -1.440 -1.474 0.058
C -1.224 0.969 0.306
C -0.686 -0.301 0.279
C -0.120 1.866 0.269
C 1.028 1.201 0.176
C 0.773 -0.281 0.135
C 2.361 1.832 0.278
C 1.097 -0.903 -2.019
Si 1.811 -1.404 1.232
H -4.416 0.251 0.191
H -3.465 -2.105 -0.354
H -3.106 2.005 0.396
H -0.984 -2.405 -0.151
H -0.357 2.938 0.272
H 2.413 2.101 1.386
H 2.445 2.806 -0.239
H 3.040 1.116 -0.215
H 0.143 -1.592 -2.101
H 2.197 -1.322 -1.933
H 0.835 0.021 -2.536
H 1.015 -2.505 1.742
H 2.494 -0.679 2.349
H 2.915 -2.005 0.391
```

Calculated values
**HOMO (spin up / spin down)**: -7.92 / -7.92 eV
**Lowest unoccupied orbital energy (spin up / spin down)**: -0.17 / -0.17 eV
**HOMO-LUMO gap (spin up / spin down)**: 7.744 / 7.745 eV

These are the Löwdin partial charges, in e, on atoms 1 to 2:
1 C -0.0961
2 C -0.0786

***

Run x
Density functional theory data (ωB97M-V with the def2-TZVPD basis set) for an isolated molecule of C11H14Si.

Geometry as XYZ:
```
26
C11H14Si ωB97M-V with the def2-TZVPD basis set
C 0.875 2.059 -1.029
Si 0.815 0.403 -0.070
C -1.205 0.162 0.145
C -2.095 1.178 0.317
C -3.445 0.938 0.229
C -3.958 -0.292 0.007
C -3.045 -1.333 -0.049
C -1.662 -1.126 0.045
C 1.785 -0.812 -1.172
C 3.025 -0.967 -0.668
C 3.314 -0.714 0.834
C 1.896 -0.427 1.516
H 0.532 1.834 -2.162
H 0.186 2.782 -0.646
H 1.904 2.545 -1.136
H -1.867 2.182 0.645
H -4.038 1.831 0.429
H -5.080 -0.479 -0.115
H -3.359 -2.381 -0.098
H -1.139 -2.062 0.161
H 1.729 -1.090 -2.285
H 3.687 -1.470 -1.426
H 3.838 -1.598 1.300
H 3.926 0.146 0.990
H 1.357 -1.394 1.736
H 2.023 0.087 2.500
```

Calculated values
**HOMO**: -9.13 eV
**Lowest unoccupied orbital energy**: 0.82 eV
**HOMO-LUMO gap**: 9.954 eV
**Structure (SMILES)**: C[Si@@]1(c2ccccc2)C=CCC1

These are the Löwdin partial charges, in e, on atoms 1 to 2:
1 C -0.2124
2 Si 0.7686

***

Most stable to least stable, the ends of the list are run x and run w.

***

Run w
Density functional theory data (ωB97M-V with the def2-TZVPD basis set) for an isolated molecule of C15H22N2O4.

Geometry as XYZ:
```
43
C15H22N2O4 ωB97M-V with the def2-TZVPD basis set
C 1.965 1.362 -1.013
C 2.086 1.212 0.511
C 1.591 -0.187 0.917
C 1.473 -0.456 2.377
C 2.038 -1.421 0.098
N 0.917 -2.377 0.264
C -0.249 -2.524 -0.496
O -0.772 -3.597 -0.643
C -1.044 -1.308 -0.902
N -1.795 -1.617 -2.079
C -1.872 -0.649 0.244
C -2.056 0.841 0.102
C -2.415 1.401 -1.101
C -2.786 2.767 -1.281
C -2.616 3.556 -0.144
O -2.879 4.945 -0.197
C -2.466 3.056 1.144
C -1.990 1.752 1.206
C 3.375 -2.002 0.396
O 3.478 -3.116 0.875
O 4.392 -1.279 -0.044
H 1.942 0.465 -1.540
H 1.067 1.908 -1.210
H 2.806 1.960 -1.351
H 3.162 1.175 0.965
H 1.532 1.951 1.033
H 0.526 -0.223 0.571
H 2.450 -0.512 2.972
H 1.044 -1.435 2.457
H 0.874 0.326 2.828
H 2.060 -1.126 -0.903
H 1.203 -3.297 0.483
H -0.267 -0.511 -1.170
H -1.141 -1.988 -2.739
H -2.293 -2.405 -1.798
H -2.798 -1.269 0.279
H -1.319 -0.865 1.199
H -2.448 0.793 -2.015
H -2.991 3.271 -2.253
H -3.145 5.137 -1.127
H -2.484 3.668 2.068
H -1.673 1.352 2.206
H 4.076 -0.452 -0.522
```

Calculated values
**HOMO**: -8.73 eV
**Lowest unoccupied orbital energy**: 0.36 eV
**HOMO-LUMO gap**: 9.082 eV
**Structure (SMILES)**: CC[C@H](C)[C@H](NC(=O)[C@@H](N)Cc1ccc(O)cc1)C(=O)O

These are the Löwdin partial charges, in e, on atoms 1 to 2:
1 C -0.0765
2 C -0.1789

***

Run x
Density functional theory data (ωB97M-V with the def2-TZVPD basis set) for an isolated molecule of C15H22N2O4.

Geometry as XYZ:
```
43
C15H22N2O4 ωB97M-V with the def2-TZVPD basis set
O 1.180 -1.398 -1.938
C 1.912 -0.601 -1.382
C 1.496 0.022 -0.061
C 2.116 -0.711 1.110
O 3.517 -0.452 1.122
N 0.068 -0.069 0.011
C -0.678 0.731 0.799
O -0.182 1.554 1.555
C -2.175 0.582 0.658
C -2.892 1.726 -0.110
C -3.981 1.647 0.962
C -3.017 0.936 1.904
C -5.397 1.390 0.691
C -4.967 2.799 1.138
C -5.314 3.029 2.635
C -4.330 3.906 1.973
N 3.170 -0.331 -1.776
C 3.839 0.979 -1.637
C 4.570 1.125 -2.966
C 4.773 -0.333 -3.334
O 3.531 -0.938 -2.988
H 1.786 1.075 0.014
H 1.646 -0.329 2.020
H 1.905 -1.784 1.017
H 3.904 -0.876 1.892
H -0.351 -0.725 -0.635
H -2.444 -0.388 0.246
H -2.327 2.653 -0.019
H -3.160 1.549 -1.153
H -3.375 0.104 2.513
H -2.462 1.639 2.525
H -5.865 1.294 -0.285
H -5.893 0.837 1.483
H -6.324 3.421 2.721
H -5.021 2.294 3.374
H -3.300 3.687 2.241
H -4.498 4.932 1.668
H 3.124 1.778 -1.462
H 4.528 0.937 -0.795
H 3.937 1.610 -3.708
H 5.499 1.681 -2.861
H 4.924 -0.508 -4.395
H 5.589 -0.786 -2.760
```

Calculated values
**HOMO**: -8.32 eV
**Lowest unoccupied orbital energy**: 0.67 eV
**HOMO-LUMO gap**: 8.986 eV
**Structure (SMILES)**: O=C([C@H](CO)NC(=O)[C@H]1C[C@@]2(C1)C[C@]21CC1)N1CCCO1

These are the Löwdin partial charges, in e, on atoms 1 to 2:
1 O 0.0920
2 C -0.3958

***

Most stable to least stable, the ends of the list are run w and run x.